# 1
66
Properties=species:S:1:pos:R:3:forces:R:3 method="wB97M-V/def2-TZVPD" charge=+1 homo_ha=-0.388 e_above_lowest_kcal_mol=18.6 largest_force_ev_per_a=2.92 smiles="COC(=O)[C@H]1CCC[N@H+]1[C@@H](/C=C/N(Cc1ccccc1)Cc1ccccc1)c1ccccc1"
C 3.803 -3.864 0.236 0.378 0.186 0.349
O 2.480 -3.911 -0.312 -0.989 0.673 0.601
C 1.618 -3.315 0.526 1.407 0.526 2.509
O 1.948 -2.912 1.646 -0.928 -0.865 -2.137
C 0.263 -3.230 -0.077 -0.578 -0.097 -0.915
C -0.118 -4.613 -0.672 0.732 0.117 -0.990
C -1.541 -4.915 -0.296 -0.552 -0.390 -0.325
C -1.970 -3.900 0.742 0.103 0.009 -0.087
N -0.938 -2.749 0.704 -1.410 0.732 -0.355
C -0.878 -2.028 2.083 0.868 -0.629 2.240
C -0.415 -0.596 2.215 1.280 0.831 -0.293
C 0.889 -0.165 2.110 -0.834 -0.032 -0.472
N 1.411 1.046 2.507 -0.294 -0.273 0.042
C 2.783 1.361 2.120 0.083 -0.086 -0.343
C 3.785 0.285 2.495 0.166 0.162 0.004
C 4.898 0.127 1.668 -0.180 -0.222 0.089
C 5.816 -0.888 1.911 0.116 -0.265 0.340
C 5.626 -1.757 2.998 -0.216 0.106 -0.056
C 4.527 -1.569 3.848 0.280 0.106 -0.186
C 3.627 -0.526 3.618 0.117 -0.179 -0.144
C 0.738 2.015 3.390 0.172 -0.229 0.223
C -0.525 2.645 2.849 0.039 0.430 0.117
C -1.617 2.854 3.701 0.055 -0.211 -0.419
C -2.809 3.363 3.187 0.106 0.138 -0.212
C -2.889 3.731 1.839 0.066 -0.219 0.024
C -1.759 3.625 1.018 0.090 -0.036 0.239
C -0.563 3.116 1.535 -0.487 -0.133 0.057
C -2.280 -2.136 2.775 1.269 0.548 0.199
C -2.480 -3.190 3.661 -0.690 0.006 0.238
C -3.720 -3.334 4.296 0.245 -0.152 -0.271
C -4.733 -2.398 4.083 0.453 0.057 0.033
C -4.453 -1.235 3.369 0.140 -0.044 -0.581
C -3.227 -1.103 2.692 -0.334 -0.253 -0.038
H 4.449 -4.265 -0.520 0.284 -0.164 -0.288
H 4.035 -2.823 0.468 0.257 -0.168 -0.026
H 3.848 -4.444 1.160 0.047 0.022 -0.163
H 0.262 -2.458 -0.849 0.794 -0.380 -0.340
H -0.007 -4.554 -1.756 0.009 0.005 0.084
H 0.567 -5.422 -0.386 -0.132 0.528 0.290
H -2.208 -4.930 -1.155 0.025 0.331 -0.121
H -1.580 -5.933 0.070 -0.206 -0.064 0.429
H -2.890 -3.382 0.488 -0.315 -0.414 0.302
H -2.051 -4.382 1.733 0.307 0.790 -0.568
H -1.335 -2.012 0.071 0.168 -0.895 0.780
H -0.100 -2.697 2.582 -1.365 0.791 -0.231
H -1.089 0.133 2.654 -0.192 -0.424 -0.086
H 1.571 -0.847 1.585 0.129 0.675 0.582
H 3.070 2.328 2.561 -0.170 -0.380 -0.073
H 2.815 1.501 1.027 0.142 0.016 0.226
H 5.012 0.807 0.824 0.087 -0.233 0.093
H 6.681 -1.010 1.259 -0.214 0.022 0.172
H 6.328 -2.580 3.183 -0.311 0.425 -0.094
H 4.368 -2.235 4.695 0.105 0.173 -0.169
H 2.793 -0.366 4.305 0.161 -0.104 -0.282
H 0.530 1.549 4.368 -0.052 0.005 -0.273
H 1.476 2.809 3.584 -0.277 -0.312 -0.045
H -1.517 2.617 4.762 -0.157 -0.126 -0.306
H -3.678 3.468 3.837 0.208 0.058 -0.152
H -3.834 4.095 1.427 0.378 -0.079 0.159
H -1.805 3.930 -0.026 -0.022 0.034 0.261
H 0.344 3.083 0.928 -0.328 -0.164 0.037
H -1.680 -3.914 3.840 -0.296 0.207 -0.038
H -3.887 -4.201 4.930 -0.050 0.195 -0.089
H -5.726 -2.570 4.478 0.102 0.119 0.200
H -5.214 -0.450 3.292 0.377 -0.319 -0.044
H -3.024 -0.201 2.098 -0.164 -0.480 0.291

=====

# 2
16
Properties=species:S:1:pos:R:3:forces:R:3 method="wB97M-V/def2-TZVPD" charge=0 homo_ha=-0.305 e_above_lowest_kcal_mol=41.9 largest_force_ev_per_a=6.43 smiles="CC1(P)C=CC=C1"
C 0.787 1.810 -0.202 1.670 -4.256 -4.516
C 0.314 0.329 -0.149 1.905 -0.330 0.486
P 1.862 -1.071 -0.147 -0.727 0.799 2.334
C -0.534 -0.064 -1.279 -0.802 -1.609 2.221
C -1.547 -0.818 -0.766 -1.284 0.320 -1.539
C -1.547 -0.775 0.685 2.849 1.064 -0.846
C -0.395 -0.141 1.057 -1.318 -0.128 0.772
H -0.069 2.347 -0.265 -2.532 2.016 -0.776
H 1.514 1.890 -1.109 -1.415 0.382 1.594
H 1.222 2.047 0.649 2.529 1.217 3.896
H 1.133 -2.237 0.309 -0.130 0.578 -0.742
H 2.141 -0.961 1.363 0.085 0.289 -1.879
H -0.332 0.185 -2.270 0.244 0.187 -1.468
H -2.308 -1.299 -1.417 0.486 0.342 0.736
H -2.151 -1.174 1.420 -1.594 -1.131 0.845
H -0.090 -0.068 2.124 0.035 0.260 -1.119

=====

# 3
41
Properties=species:S:1:pos:R:3:forces:R:3 method="wB97M-V/def2-TZVPD" charge=-1 homo_ha=-0.237 e_above_lowest_kcal_mol=192.6 largest_force_ev_per_a=2.97
Cl -36.349 24.697 -25.833 0.910 -0.868 1.148
O -35.621 23.461 -25.698 -0.529 -0.329 0.132
O -35.383 25.719 -26.047 0.786 1.563 0.100
O -37.232 24.660 -26.936 -1.348 -0.320 -2.216
O -37.164 24.975 -24.685 0.290 -0.017 0.834
C -37.994 20.932 -27.411 -0.327 -0.042 1.205
C -39.393 20.678 -26.873 0.405 -1.035 0.444
O -40.330 20.549 -27.914 -0.798 0.231 -0.438
H -37.506 20.033 -27.788 -0.398 0.066 -0.616
H -37.379 21.189 -26.548 0.198 0.631 -0.166
H -38.098 21.754 -28.119 0.673 -0.079 -0.043
H -39.706 21.401 -26.119 0.074 0.481 -0.222
H -39.458 19.729 -26.341 0.272 -0.205 0.054
H -40.608 21.437 -28.150 -0.052 0.026 -0.203
C -35.014 29.379 -24.623 0.345 1.379 -0.139
C -36.414 29.117 -25.182 1.628 -1.199 0.611
O -36.958 28.093 -24.345 -0.458 1.105 -0.230
H -35.064 29.687 -23.579 -0.115 -0.470 0.219
H -34.519 30.237 -25.077 -0.023 0.175 -0.501
H -34.319 28.553 -24.770 -0.305 -0.273 0.184
H -36.258 28.705 -26.179 -0.406 0.179 -0.390
H -37.000 30.035 -25.227 -0.355 -0.337 0.296
H -36.278 27.416 -24.362 -0.180 -0.587 0.007
C -40.334 26.142 -27.740 0.445 0.797 -0.405
C -39.582 27.321 -27.096 -0.987 -0.665 0.009
O -39.142 26.871 -25.826 -0.209 1.133 -0.842
H -39.607 25.370 -27.992 -0.077 -0.100 -0.099
H -40.831 26.507 -28.638 -0.165 -0.294 -0.245
H -41.061 25.718 -27.047 0.004 0.185 0.019
H -40.224 28.201 -27.058 -0.480 -0.094 0.897
H -38.815 27.735 -27.750 0.740 -0.577 -0.074
H -38.482 26.218 -26.070 0.422 -0.439 0.601
C -36.113 26.944 -29.324 -0.928 -1.294 0.286
C -36.996 25.959 -30.219 0.889 2.140 1.854
O -36.187 25.592 -31.309 -0.465 -0.281 -0.905
H -36.626 27.286 -28.424 -0.219 -0.372 0.143
H -35.774 27.875 -29.779 0.013 -0.304 -0.714
H -35.274 26.331 -28.996 0.184 0.334 0.060
H -37.900 26.503 -30.493 -0.165 -0.100 -0.466
H -37.319 25.088 -29.649 0.370 -0.002 0.069
H -36.473 26.173 -32.017 0.340 -0.144 -0.257

=====

# 4
12
Properties=species:S:1:pos:R:3:forces:R:3 method="wB97M-V/def2-TZVPD" charge=0 homo_ha=-0.368 e_above_lowest_kcal_mol=103.4 largest_force_ev_per_a=7.60 smiles="C#C[C@@H](O)C(=O)C=O"
C 0.955 1.835 0.807 -0.282 -4.225 -4.948
C 0.921 0.954 -0.105 -0.952 4.008 3.833
C 0.537 -0.301 -0.835 4.101 -0.288 6.391
O 1.780 -1.036 -0.823 -1.466 0.525 -3.169
C -0.440 -0.841 0.275 1.376 0.204 -1.722
O -0.120 -1.503 1.218 -0.093 -0.149 -0.195
C -1.790 -0.292 -0.003 -2.051 -1.936 3.724
O -2.008 0.512 -0.816 -0.351 2.056 -2.573
H 0.871 2.781 1.246 0.255 0.642 0.682
H 0.081 -0.050 -1.687 -1.265 0.163 -3.697
H 1.819 -1.410 0.025 0.209 -1.012 2.085
H -2.605 -0.649 0.699 0.520 0.013 -0.411

=====

# 5
39
Properties=species:S:1:pos:R:3:forces:R:3 method="wB97M-V/def2-TZVPD" charge=0 homo_ha=-0.312 e_above_lowest_kcal_mol=16.3 largest_force_ev_per_a=2.40 smiles="CCP(C)C1=C(CCCC(=O)O)C(=O)C(P(O)O)=C(I)C1=O"
C 1.723 -2.668 3.193 -0.007 0.643 -0.040
C 0.950 -1.347 2.886 0.942 0.048 -0.519
P -0.018 -1.425 1.269 -1.080 -0.364 0.865
C 0.870 -2.623 0.130 0.884 1.025 -0.225
C 0.111 0.272 0.542 0.977 -0.366 0.117
C -0.202 0.529 -0.735 0.086 0.698 -0.722
C -0.733 -0.449 -1.778 0.041 -0.430 0.078
C -2.008 -1.254 -1.372 -0.485 0.319 -0.167
C -3.010 -0.503 -0.465 -0.786 -0.533 -0.257
C -4.015 0.366 -1.266 0.584 -0.367 2.295
O -3.995 0.505 -2.431 -0.149 0.183 -1.733
O -4.992 0.940 -0.497 0.463 -0.051 0.011
C 0.007 1.982 -1.191 1.354 -0.741 1.202
O -0.706 2.544 -1.949 -0.928 0.494 -1.001
C 1.243 2.700 -0.595 0.536 -1.211 -0.419
P 2.223 3.849 -1.697 -0.565 1.843 -0.891
O 3.850 3.563 -1.495 -1.242 -1.156 0.093
O 1.890 3.267 -3.234 0.943 -0.504 1.392
C 1.504 2.446 0.687 -0.115 -0.238 -0.006
I 3.113 3.367 1.732 -0.720 -0.428 0.056
C 0.585 1.442 1.413 0.668 -0.130 -2.213
O 0.254 1.580 2.536 -0.407 0.107 1.933
H 2.695 -2.628 2.672 -0.444 -0.216 0.126
H 1.947 -2.692 4.273 -0.181 -0.245 -0.422
H 1.185 -3.577 2.875 0.174 0.346 0.381
H 1.712 -0.545 2.826 -0.425 -0.317 0.122
H 0.261 -1.057 3.698 0.134 -0.258 -0.513
H 1.265 -3.488 0.683 -0.245 0.427 -0.054
H 0.215 -2.993 -0.672 0.064 0.204 0.434
H 1.717 -2.086 -0.343 -0.243 -0.524 0.125
H -0.936 0.047 -2.742 0.071 0.169 0.652
H 0.078 -1.175 -1.995 -0.366 0.334 0.096
H -2.551 -1.478 -2.311 0.296 0.088 0.437
H -1.805 -2.233 -0.910 0.249 0.527 -0.065
H -3.642 -1.279 0.018 0.298 0.427 -0.105
H -2.557 0.066 0.365 -0.047 -0.131 -0.426
H -4.752 0.840 0.437 -0.180 -0.033 -0.229
H 4.031 2.670 -1.154 0.216 0.238 -0.101
H 2.494 2.522 -3.402 -0.366 0.123 -0.305

=====

# 6
47
Properties=species:S:1:pos:R:3:forces:R:3 method="wB97M-V/def2-TZVPD" charge=0 homo_ha=-0.332 e_above_lowest_kcal_mol=35.2 largest_force_ev_per_a=0.85 smiles="Cc1ccc(S(=O)(=O)NCc2ccc(C(=O)N3CCCC3)cc2)cc1"
C 8.459 -0.208 0.048 0.015 0.073 0.000
C 6.976 -0.011 0.103 -0.072 -0.022 0.024
C 6.333 0.165 1.325 -0.058 -0.026 -0.124
C 4.966 0.368 1.381 -0.053 0.082 0.145
C 4.240 0.399 0.207 -0.461 0.230 0.029
S 2.470 0.604 0.270 0.355 -0.492 0.245
O 2.116 1.226 1.517 0.216 -0.253 0.041
O 2.016 1.192 -0.956 0.131 -0.270 -0.113
N 1.990 -1.006 0.311 0.168 0.833 0.025
C 1.067 -1.473 -0.701 -0.088 -0.045 -0.470
C -0.388 -1.311 -0.339 -0.057 -0.038 0.076
C -1.324 -2.247 -0.760 0.083 0.088 0.001
C -2.660 -2.097 -0.440 -0.130 0.090 0.025
C -3.086 -0.998 0.296 0.218 -0.181 0.039
C -4.532 -0.894 0.664 0.078 0.077 0.027
O -5.129 -1.813 1.200 -0.055 -0.225 0.014
N -5.139 0.276 0.380 -0.176 0.086 0.031
C -4.639 1.351 -0.453 0.264 0.332 -0.328
C -5.902 1.902 -1.113 0.065 0.019 0.129
C -6.937 1.761 0.002 0.090 -0.064 -0.059
C -6.561 0.433 0.654 -0.342 -0.232 0.260
C -2.148 -0.069 0.732 -0.115 -0.091 -0.057
C -0.811 -0.226 0.418 0.022 -0.061 -0.070
C 4.854 0.230 -1.017 -0.023 0.049 -0.145
C 6.222 0.027 -1.066 -0.077 -0.002 0.105
H 8.959 0.761 0.031 0.099 0.023 -0.006
H 8.747 -0.751 -0.849 0.071 -0.044 -0.036
H 8.811 -0.751 0.921 0.073 -0.046 0.029
H 6.911 0.142 2.238 0.045 -0.006 0.099
H 4.451 0.517 2.316 0.016 0.019 0.167
H 1.728 -1.273 1.248 0.044 0.066 0.258
H 1.284 -0.876 -1.592 -0.076 -0.253 -0.062
H 1.290 -2.523 -0.919 -0.044 0.151 -0.027
H -1.003 -3.101 -1.340 0.036 -0.109 -0.048
H -3.386 -2.832 -0.754 -0.066 -0.081 0.002
H -4.169 2.126 0.164 0.037 -0.009 -0.115
H -3.903 0.983 -1.170 -0.041 0.081 0.077
H -6.180 1.280 -1.965 0.015 -0.014 -0.050
H -5.779 2.928 -1.452 0.022 0.013 -0.067
H -6.825 2.577 0.717 -0.029 0.042 0.013
H -7.959 1.761 -0.368 -0.042 0.029 0.055
H -7.105 -0.411 0.216 0.015 0.064 0.083
H -6.739 0.418 1.732 -0.077 -0.046 -0.093
H -2.460 0.769 1.337 -0.051 0.121 0.041
H -0.091 0.504 0.760 -0.084 0.065 0.108
H 4.255 0.274 -1.912 0.001 -0.006 -0.181
H 6.712 -0.104 -2.020 0.038 -0.016 -0.097

=====

Number 1: LUMO level -0.0967 Ha. Number 2: LUMO level 0.0217 Ha. Number 3: LUMO level 0.1068 Ha. Number 4: LUMO level -0.0386 Ha. Number 5: LUMO level -0.0425 Ha. Number 6: LUMO level 0.0254 Ha.